Entry 1:
Molecular formula: C6H8O2
Method: DFT, ωB97M-V with the def2-TZVPD basis set

As for the LUMO energy: 0.9 eV. For the total energy, the calculation gives -10442.0360 eV. As for the SMILES: C1=C\O/C=C\COC/1. Its energy above the lowest of the compared OMol25 structures with the same formula, charge and spin is 108.2 kcal per mole. The calculation puts the orbital gap at 9.769 eV.

Positions of all 16 atoms, in Å:
1 C 0.68366 1.58294 0.60267
2 C 0.72504 1.63494 -0.72534
3 O 0.04189 0.93171 -1.64060
4 C -0.04908 -0.49563 -1.75667
5 C -0.28966 -1.49434 -0.98305
6 C -0.64671 -1.48913 0.63506
7 O -1.11130 -0.20753 0.97576
8 C -0.11872 0.65984 1.50495
9 H 1.49332 2.04295 1.07767
10 H 1.42936 2.33280 -1.19513
11 H -0.25352 -0.81268 -2.91870
12 H -0.51077 -2.36871 -1.66391
13 H 0.43048 -1.61925 1.14000
14 H -1.47595 -2.28604 0.64341
15 H -0.92174 1.28207 2.13845
16 H 0.57369 0.30605 2.16544

Forces on the atoms, in the same order (eV/Å):
C -1.36 -2.07 -1.04
C 1.03 0.24 0.68
O -0.78 -2.20 -0.94
C -0.88 2.63 -4.83
C -1.32 -2.18 3.00
C 2.44 -0.26 -3.19
O 0.77 -1.12 -0.05
C -4.54 3.93 -0.46
H 0.79 1.15 0.86
H -0.29 -0.22 0.08
H 1.12 1.63 2.75
H 0.39 0.49 1.62
H -2.72 -0.68 -0.52
H 1.48 1.21 0.99
H 2.36 -0.47 -0.92
H 1.50 -2.07 1.98

***

Entry 2:
Molecular formula: C2HNO4
Method: DFT, ωB97M-V with the def2-TZVPD basis set

As for the LUMO energy: -0.3 eV. For the total energy, the calculation gives -11763.3296 eV. Its energy above the lowest of the compared OMol25 structures with the same formula, charge and spin is 137.2 kcal per mole. The calculation puts the orbital gap at 10.250 eV.

Positions of all 8 atoms, in Å:
1 C 0.21190 -0.15806 -0.10168
2 C 1.67534 0.62621 -0.12119
3 N -1.66263 -0.17036 0.01114
4 O 1.04127 0.49383 0.97756
5 O 2.63732 0.76675 -0.75563
6 O -2.11935 -1.04036 -0.62039
7 O -2.09510 0.72858 0.63894
8 H 0.31124 -1.24659 -0.02874

Forces on the atoms, in the same order (eV/Å):
C -0.18 -0.59 -0.27
C -3.27 -2.10 -1.95
N 4.99 2.03 -0.15
O -0.08 0.28 1.67
O 0.58 0.93 0.48
O -0.93 -1.15 -0.49
O -1.17 0.32 0.59
H 0.06 0.28 0.13

***

Entry 3:
Molecular formula: C3H2AlO
Method: DFT, ωB97M-V with the def2-TZVPD basis set

As for the LUMO energy (spin up / spin down): -14.3 / -13.8 eV. Its net charge is +2. For the total energy, the calculation gives -11762.4812 eV. As for the expectation value of S²: 0.777. The multiplicity is 2. The calculation puts the orbital gap (spin up / spin down) at 6.733 / 8.546 eV.

Positions of all 7 atoms, in Å:
1 C 0.65128 0.96740 2.25447
2 C 0.71946 0.87915 1.00032
3 C 0.57652 0.56635 -0.25238
4 H -1.76750 -1.69000 -2.34131
5 H 0.66263 1.11540 3.32726
6 O -0.82351 -1.54005 -2.32328
7 Al -0.01888 -0.29825 -1.66507

Forces on the atoms, in the same order (eV/Å):
C 0.36 0.57 0.19
C -0.45 -0.68 -2.54
C 1.48 2.09 5.35
H -0.64 -0.41 -0.32
H -0.08 -0.20 0.16
O 0.54 0.50 0.18
Al -1.20 -1.87 -3.03

***

Entry 4:
Molecular formula: C48H34I5N4RuSe2
Method: DFT, ωB97M-V with the def2-TZVPD basis set

As for the LUMO energy (spin up / spin down): -1.5 / -1.8 eV. For the total energy, the calculation gives -230067.2801 eV. As for the expectation value of S²: 0.781. The multiplicity is 2. The calculation puts the orbital gap (spin up / spin down) at 5.741 / 5.407 eV.

Positions of all 94 atoms, in Å:
1 Ru 0.42659 -0.17170 0.28991
2 I 7.70589 -6.42770 2.10161
3 C 6.17489 -4.99550 1.80621
4 C 6.16569 -4.23620 0.65001
5 C 5.13869 -3.33290 0.44351
6 C 4.13539 -3.17420 1.39491
7 C 4.17659 -3.92910 2.55981
8 C 5.19079 -4.84510 2.76671
9 C 3.00939 -2.25450 1.12781
10 C 2.94719 -1.03990 1.80281
11 C 3.75459 -0.65690 2.92371
12 C 3.20949 0.47740 3.44111
13 C 2.12069 0.85300 2.58811
14 C 1.38559 2.04090 2.64571
15 C 1.49089 2.91710 3.83061
16 C 0.40389 3.01550 4.69581
17 C 0.45689 3.85270 5.79581
18 C 1.59559 4.60480 6.02221
19 I 1.65849 5.91680 7.68251
20 C 2.68199 4.52620 5.17111
21 C 2.62969 3.67430 4.08291
22 C 0.66379 2.55060 1.53891
23 N 0.35599 1.83150 0.42451
24 C -0.00041 2.71750 -0.55299
25 C -0.41491 2.33900 -1.84569
26 C -0.29921 3.33400 -2.93619
27 C 0.96059 3.43220 -3.52369
28 C 1.19119 4.29300 -4.57769
29 C 0.14639 5.06750 -5.04859
30 I 0.48739 6.39390 -6.66269
31 C -1.10921 4.99660 -4.47189
32 C -1.32961 4.12670 -3.41679
33 C -0.78051 1.04030 -2.20589
34 C -1.40121 0.67300 -3.43759
35 C -1.62341 -0.67110 -3.39199
36 C -1.08671 -1.14410 -2.15109
37 N -0.62381 -0.08310 -1.43639
38 C -0.84231 -2.50080 -1.84969
39 C 0.17369 -2.91520 -0.95199
40 C 0.65149 -4.23520 -0.74619
41 C 1.81089 -4.13700 -0.01549
42 C 1.99539 -2.76570 0.28791
43 N 0.97169 -2.04360 -0.25659
44 C -1.56341 -3.47850 -2.65909
45 C -0.94271 -4.55800 -3.28969
46 C -1.66771 -5.44810 -4.05689
47 C -3.02961 -5.25950 -4.22229
48 I -4.15511 -6.62110 -5.38609
49 C -3.66981 -4.18500 -3.62599
50 C -2.93891 -3.30880 -2.85139
51 C 0.05309 4.03520 -0.03039
52 C 0.41909 3.92740 1.28951
53 N 1.97959 -0.09210 1.61381
54 H 6.94489 -4.35410 -0.08799
55 H 5.11639 -2.74300 -0.46119
56 H 3.39479 -3.81100 3.29561
57 H 5.20529 -5.44350 3.66441
58 H 4.60249 -1.20250 3.28861
59 H 3.53109 1.01620 4.31151
60 H -0.48271 2.42800 4.50861
61 H -0.38521 3.91630 6.46891
62 H 3.56219 5.12680 5.34831
63 H 3.46949 3.61370 3.40621
64 H 1.76639 2.82150 -3.14449
65 H 2.17569 4.35810 -5.01579
66 H -1.91171 5.61930 -4.83449
67 H -2.30741 4.07250 -2.96229
68 H -1.65121 1.35640 -4.22489
69 H -2.04991 -1.28620 -4.16129
70 H 0.17489 -5.14210 -1.06309
71 H 2.43879 -4.93960 0.31681
72 H 0.12419 -4.68810 -3.20269
73 H -1.16991 -6.27950 -4.52989
74 H -4.73211 -4.04110 -3.75129
75 H -3.43681 -2.47290 -2.37279
76 H -0.16961 4.92970 -0.57949
77 H 0.55549 4.72120 1.99771
78 C -4.42661 2.95950 -0.83319
79 Se -3.05311 2.35520 0.41851
80 C -4.30811 1.57250 1.71271
81 C -5.04421 0.35290 1.19211
82 Se -4.06281 -0.66790 -0.19339
83 C -4.75881 -2.40110 0.36271
84 H -5.12341 3.61080 -0.31159
85 H -4.93921 2.08860 -1.23929
86 H -3.94081 3.51000 -1.63349
87 H -5.00961 2.36150 1.99641
88 H -3.69981 1.31400 2.57891
89 H -6.00361 0.62790 0.74361
90 H -5.21531 -0.36160 1.99821
91 H -4.32521 -2.65280 1.32891
92 H -4.47551 -3.14370 -0.37679
93 H -5.84301 -2.33250 0.43581
94 I -1.37691 -0.89580 2.22811

Forces on the atoms, in the same order (eV/Å):
Ru -0.17 -0.25 0.34
I -0.32 0.33 -0.06
C 0.41 -0.37 0.09
C 0.12 -0.09 -0.05
C -0.11 0.05 0.14
C 0.20 -0.13 0.08
C -0.03 0.07 -0.07
C 0.10 -0.14 0.11
C -0.69 -0.04 -0.16
C -0.38 0.00 -0.21
C -0.01 0.44 0.31
C 0.35 -0.42 0.03
C -0.42 0.03 -0.24
C -0.10 -0.01 -0.82
C 0.06 0.14 0.21
C 0.15 -0.01 -0.09
C -0.08 0.04 0.13
C -0.04 0.36 0.43
I 0.00 -0.29 -0.36
C 0.16 0.11 0.11
C -0.11 -0.09 -0.09
C 0.46 -0.64 0.64
N 0.04 -0.36 -0.06
C -0.32 -0.57 -0.69
C 0.04 -0.27 0.72
C 0.10 0.18 -0.13
C -0.11 0.04 0.04
C 0.09 0.06 -0.06
C 0.04 0.40 -0.41
I -0.09 -0.28 0.35
C -0.01 0.13 -0.12
C 0.04 -0.08 0.14
C -0.04 0.16 0.39
C -0.19 -0.58 -0.21
C 0.00 0.67 -0.29
C 0.31 -0.30 0.26
N 0.10 0.04 0.30
C 0.76 0.58 0.58
C -0.72 0.72 -0.46
C 0.74 -0.36 0.57
C -0.62 -0.41 -0.58
C 0.24 0.66 0.43
N 0.07 0.28 0.23
C -0.46 -0.48 -0.31
C 0.00 0.23 0.10
C -0.15 -0.15 -0.15
C -0.26 -0.29 -0.22
I 0.28 0.30 0.25
C -0.12 -0.18 -0.09
C 0.16 0.06 0.23
C 0.36 0.24 0.73
C -0.30 0.41 -0.75
N -0.48 -0.19 -0.02
H 0.03 -0.01 -0.04
H -0.03 0.04 -0.08
H -0.08 0.01 0.08
H 0.02 -0.05 0.07
H 0.16 -0.08 0.08
H 0.08 0.11 0.12
H -0.08 -0.07 -0.06
H -0.04 0.02 0.03
H 0.04 0.02 0.02
H 0.09 -0.01 -0.07
H 0.08 -0.08 0.03
H 0.03 0.02 -0.07
H -0.08 0.04 -0.06
H -0.09 -0.02 0.02
H -0.01 0.08 -0.21
H -0.06 -0.02 -0.10
H -0.04 -0.10 -0.09
H 0.14 -0.16 0.04
H 0.10 0.01 -0.04
H 0.04 -0.07 -0.08
H -0.07 0.02 -0.02
H 0.00 -0.03 -0.04
H -0.03 0.16 -0.09
H 0.00 0.15 0.13
C 0.03 -0.18 0.24
Se -0.34 0.14 0.26
C 0.29 0.19 -0.21
C -0.15 -0.32 -0.40
Se -0.23 0.00 -0.12
C -0.16 0.31 0.13
H -0.04 0.05 -0.06
H -0.02 0.09 -0.07
H 0.00 0.00 -0.01
H 0.07 -0.11 0.04
H 0.05 0.07 -0.10
H 0.13 -0.05 0.18
H -0.11 0.05 -0.01
H 0.01 -0.08 0.00
H 0.00 -0.04 -0.02
H 0.03 -0.19 -0.02
I 1.20 0.33 -0.63

***

Entry 5:
Molecular formula: C20H47N5OPS4V
Method: DFT, ωB97M-V with the def2-TZVPD basis set

As for the LUMO energy (spin up / spin down): -7.5 / -7.4 eV. Its net charge is +3. For the total energy, the calculation gives -109297.0902 eV. As for the expectation value of S²: 0.950. The multiplicity is 2. The calculation puts the orbital gap (spin up / spin down) at 8.921 / 8.305 eV.

Positions of all 79 atoms, in Å:
1 V 0.03266 -0.19469 0.32070
2 C -2.15324 -2.96167 0.75191
3 C -0.86431 -3.71620 1.01376
4 S 0.57133 -2.61088 1.08645
5 C 0.89599 -2.40998 2.85745
6 C -0.11529 -1.54969 3.59993
7 S -0.34420 0.03812 2.73958
8 C -2.13635 0.27969 2.93044
9 C -2.60255 1.43333 2.05850
10 S -1.93201 1.36874 0.36334
11 C -3.26308 0.65906 -0.63337
12 C -3.47284 -0.82042 -0.38511
13 S -1.88720 -1.69374 -0.52528
14 H -2.50856 -2.46834 1.65515
15 H -2.93532 -3.63243 0.39720
16 H -0.65982 -4.42635 0.21406
17 H -0.93790 -4.28458 1.94035
18 H 1.88567 -1.95358 2.89775
19 H 0.97354 -3.39388 3.31898
20 H 0.24125 -1.34024 4.60638
21 H -1.08462 -2.04096 3.67815
22 H -2.35065 0.49240 3.97739
23 H -2.63882 -0.64457 2.65543
24 H -2.27705 2.38650 2.47173
25 H -3.69043 1.46017 2.00657
26 H -2.93843 0.84523 -1.65940
27 H -4.18407 1.21954 -0.48172
28 H -4.17182 -1.23358 -1.10979
29 H -3.87366 -1.00702 0.61160
30 C 3.94882 -2.89759 0.36596
31 N 4.03384 -1.98027 -0.77436
32 C 5.19667 -2.28358 -1.62635
33 P 2.86637 -0.95555 -1.27477
34 O 2.01445 -0.43180 -0.11803
35 N 1.81592 -1.62779 -2.34754
36 C 2.21952 -2.70533 -3.26411
37 C 0.61924 -0.90690 -2.74809
38 N 3.68323 0.26210 -2.05319
39 C 4.88121 0.83544 -1.42245
40 C 3.69541 0.40954 -3.51568
41 H 4.85130 -2.79902 0.97242
42 H 3.87583 -3.93326 0.02755
43 H 3.08179 -2.67671 0.97443
44 H 6.11276 -2.15862 -1.04877
45 H 5.23520 -1.64007 -2.49797
46 H 5.15422 -3.31730 -1.97587
47 H 3.10386 -3.21149 -2.88182
48 H 2.43975 -2.32826 -4.26663
49 H 1.41292 -3.43512 -3.33678
50 H 0.15313 -0.37808 -1.90568
51 H -0.11933 -1.61467 -3.11887
52 H 0.80028 -0.16341 -3.53109
53 H 4.89303 0.63085 -0.35195
54 H 4.90664 1.91587 -1.58763
55 H 5.79726 0.42276 -1.85090
56 H 2.78629 0.01782 -3.96033
57 H 4.54845 -0.10416 -3.96759
58 H 3.77477 1.46716 -3.76901
59 C 1.17561 4.56307 -1.05853
60 C 0.69868 3.08871 -1.01990
61 N 1.04411 2.44295 0.26838
62 C 2.51788 2.41809 0.37509
63 C 3.13049 3.83150 0.23675
64 N 2.00208 4.81422 0.17072
65 C 1.15957 4.67893 1.40421
66 C 0.52179 3.26798 1.38536
67 H 0.34943 5.26972 -1.04899
68 H 1.79705 4.77312 -1.92539
69 H 1.16781 2.51643 -1.81995
70 H -0.37498 3.05395 -1.16093
71 H 2.88155 1.78615 -0.42170
72 H 2.79214 1.96036 1.32254
73 H 3.71387 3.94094 -0.67460
74 H 3.75982 4.10076 1.08176
75 H 2.38006 5.76008 0.12636
76 H 0.41064 5.46666 1.39178
77 H 1.80930 4.83526 2.26174
78 H -0.55328 3.37124 1.27076
79 H 0.72483 2.75320 2.32159

Forces on the atoms, in the same order (eV/Å):
V -0.09 -0.42 0.52
C -0.04 -0.03 -0.02
C -0.10 0.04 -0.07
S -0.02 0.01 0.08
C -0.13 0.10 0.04
C 0.08 -0.10 -0.10
S 0.06 0.09 -0.07
C -0.06 0.12 0.02
C 0.11 -0.09 0.03
S -0.11 0.06 -0.09
C 0.02 -0.07 -0.09
C 0.01 0.07 0.02
S 0.05 -0.06 0.06
H -0.01 0.04 0.02
H 0.01 -0.03 0.01
H 0.03 0.02 -0.03
H 0.05 0.00 0.01
H 0.05 0.01 0.00
H 0.00 -0.03 0.00
H -0.02 -0.01 0.05
H -0.03 -0.01 -0.04
H 0.00 -0.01 0.02
H -0.01 -0.07 -0.01
H 0.00 0.02 0.03
H -0.02 0.01 -0.05
H -0.05 -0.03 -0.01
H 0.00 0.06 0.07
H -0.01 -0.02 -0.04
H 0.00 0.04 0.01
C 0.01 0.08 -0.04
N -0.15 -0.10 0.00
C -0.06 -0.04 0.09
P 0.32 -0.04 -0.24
O 0.16 0.15 -0.10
N 0.02 -0.13 0.01
C 0.01 0.09 0.00
C 0.06 -0.09 -0.14
N 0.03 -0.01 0.03
C -0.08 -0.03 -0.03
C -0.02 0.00 0.12
H -0.03 0.02 -0.03
H -0.02 0.01 -0.03
H 0.06 0.08 0.01
H 0.01 0.03 0.00
H -0.01 0.05 -0.04
H -0.01 -0.01 0.05
H -0.09 0.03 -0.01
H -0.01 -0.01 0.03
H 0.01 0.01 0.00
H 0.05 0.08 -0.09
H -0.06 -0.04 0.01
H -0.03 0.00 0.00
H -0.02 0.03 -0.02
H -0.01 -0.02 0.02
H -0.03 -0.01 -0.02
H 0.04 0.01 0.01
H 0.02 0.00 0.02
H -0.02 0.01 0.00
C -0.02 -0.14 0.02
C 0.18 0.06 0.19
N 0.06 0.37 0.09
C -0.14 -0.03 -0.07
C -0.02 -0.09 0.03
N -0.07 -0.06 0.00
C -0.05 -0.11 -0.01
C 0.10 0.05 -0.23
H -0.02 0.03 0.05
H 0.05 0.03 0.00
H 0.03 -0.03 0.01
H -0.14 -0.01 0.00
H 0.05 -0.06 -0.02
H 0.01 0.00 0.06
H -0.01 0.04 -0.04
H -0.01 0.03 0.03
H 0.02 0.04 0.01
H 0.00 0.05 -0.05
H 0.05 0.00 0.01
H -0.05 -0.03 -0.03
H 0.01 -0.02 0.02

***

Summary of max |F| in eV Å⁻¹
6.02 5.39 5.93 1.40 0.67
(order as listed above)